No. 1
C18H26N2O6S | ωB97M-V with the def2-TZVPD basis set

XYZ file:
```
53
Properties=species:S:1:pos:R:3:forces:R:3:mulliken_charge:R:1
C 5.2335 2.9618 -1.4927 -0.1 -0.4 0.0 -1.12
C 5.1833 1.5039 -1.9290 0.5 0.4 -0.2 -0.27
O 4.1950 0.7690 -1.2148 -0.1 0.0 0.0 -0.42
C 4.4817 0.3947 0.0285 0.1 -0.2 0.6 0.67
N 5.6830 0.6687 0.5197 -0.1 0.1 -0.5 -0.58
C 5.9971 0.2605 1.7375 -0.1 -0.1 0.2 -0.51
C 5.1370 -0.4585 2.5478 0.0 0.0 0.0 -0.59
C 3.8762 -0.7433 2.0504 0.0 0.1 -0.3 -0.50
C 3.5154 -0.3144 0.7787 0.2 0.2 0.0 0.11
C 2.1483 -0.6186 0.3122 -0.2 -0.3 0.1 0.88
O 1.4121 -1.3992 0.8725 0.1 0.1 -0.1 -0.67
O 1.7981 0.0398 -0.7987 -0.1 0.1 -0.1 -0.24
C 0.4473 -0.1346 -1.1747 -0.1 -0.1 0.3 -0.56
C -0.4520 0.4879 -0.1016 0.1 -0.1 -0.2 0.86
O 0.0204 1.2285 0.7362 0.2 0.2 0.1 -0.73
N -1.7727 0.1854 -0.1547 -0.1 0.2 0.2 0.38
C -2.4002 -0.6182 -1.1905 0.2 -0.3 -0.3 -1.47
C -2.1417 -2.1483 -1.1576 -0.2 -0.1 0.1 0.80
C -3.3845 -2.8545 -1.7000 0.3 0.1 -0.1 -1.70
C -1.7720 -2.6961 0.2186 0.1 0.1 -0.2 -1.35
C -2.6389 0.9161 0.7623 0.4 0.0 0.3 -0.55
C -3.5046 -0.0314 1.6239 0.4 -0.2 0.1 -0.29
C -4.7799 0.6782 2.0141 0.0 0.3 -0.8 -0.95
S -5.2338 1.3624 0.3948 0.0 0.6 0.2 1.07
O -5.5871 0.2802 -0.4859 0.2 -0.4 -0.1 -0.60
O -6.1409 2.4704 0.4834 0.0 0.2 0.2 -0.71
C -3.5396 1.9110 0.0224 -0.7 -0.2 0.3 -0.91
H 5.9246 3.5099 -2.1268 0.1 0.1 -0.1 0.40
H 5.5697 3.0268 -0.4617 0.0 0.1 0.0 0.32
H 4.2454 3.4082 -1.5716 -0.1 0.1 0.0 0.28
H 6.1611 1.0328 -1.7874 -0.2 0.0 -0.1 0.30
H 4.8782 1.4229 -2.9750 0.1 0.0 0.1 0.35
H 6.9924 0.5312 2.0652 0.1 0.0 0.1 0.40
H 5.4369 -0.7763 3.5328 0.0 0.0 0.1 0.41
H 3.1469 -1.2904 2.6292 -0.1 0.0 0.0 0.49
H 0.3261 0.3969 -2.1209 0.0 -0.1 0.1 0.32
H 0.2342 -1.1979 -1.2968 -0.1 0.2 -0.1 0.28
H -2.0956 -0.2412 -2.1737 -0.2 0.0 0.0 0.32
H -3.4770 -0.4574 -1.1032 0.1 0.0 -0.1 0.56
H -1.3156 -2.3806 -1.8384 0.0 0.1 0.0 0.49
H -3.2212 -3.9287 -1.7387 0.0 -0.1 0.0 0.45
H -3.6155 -2.5060 -2.7038 -0.1 0.0 -0.1 0.41
H -4.2471 -2.6583 -1.0672 -0.1 0.0 0.1 0.33
H -2.6169 -2.6568 0.9000 -0.1 0.0 0.1 0.26
H -1.4749 -3.7378 0.1201 0.0 -0.1 0.0 0.47
H -0.9393 -2.1529 0.6579 0.1 0.0 0.1 0.25
H -1.9517 1.4647 1.4158 -0.3 -0.1 -0.2 0.63
H -3.7859 -0.8980 1.0273 0.1 -0.1 0.1 0.03
H -2.9309 -0.3725 2.4851 0.0 -0.1 0.0 0.49
H -5.5529 0.0126 2.3807 -0.2 0.0 -0.1 0.49
H -4.6317 1.5121 2.6928 0.0 0.1 0.1 0.36
H -3.4553 2.9220 0.4068 0.0 0.1 0.0 0.41
H -3.3846 1.9134 -1.0510 -0.1 0.0 -0.1 0.42
```
Forces are in eV/Å.

Properties
**Gap between HOMO and LUMO**: 9.48 eV
**ΔE to the lowest compared entry with this formula, charge and spin**: 33.1 kcal per mole
**SMILES**: CCOc1ncccc1C(=O)OCC(=O)N(CC(C)C)[C@@H]1CCS(=O)(=O)C1
**LUMO level**: 0.442 eV

=====

No. 2
C20H29N3O3S | ωB97M-V with the def2-TZVPD basis set

XYZ file:
```
56
Properties=species:S:1:pos:R:3:forces:R:3:mulliken_charge:R:1
C -0.1161 -2.6616 -1.1561 0.0 0.0 0.0 -1.77
C 0.5873 -1.3418 -1.4359 0.0 0.0 0.0 0.33
C 2.0345 -1.2814 -0.9484 0.0 0.0 0.0 0.09
C 2.7461 0.0184 -1.3757 0.2 0.2 -0.1 -1.74
C 2.0352 1.2289 -0.7955 -0.3 -0.4 0.2 0.33
O 1.0795 1.7053 -1.3814 0.0 0.0 0.0 -0.52
N 2.3169 1.5690 0.5068 0.1 0.6 -0.2 0.77
C 3.6800 1.7075 0.9997 0.0 -0.3 0.1 -1.06
C 1.3213 2.3603 1.2412 0.0 0.0 0.0 -0.92
C -0.0089 1.6071 1.3941 0.0 0.0 0.0 -0.93
N -0.9828 2.3369 0.5903 0.0 0.0 0.0 0.08
C -2.0666 1.7899 -0.0084 0.0 0.0 0.0 0.32
O -2.7393 2.4089 -0.8203 0.0 0.0 0.0 -0.72
C -2.3882 0.3784 0.3633 0.0 0.0 0.0 -0.26
C -3.2109 -0.3243 -0.4086 0.0 0.0 0.0 -0.50
C -3.5309 -1.7215 -0.1884 0.0 0.0 0.0 0.50
C -4.2968 -2.5970 -0.8852 0.0 0.0 0.0 -0.76
C -4.1556 -3.8208 -0.1734 0.0 0.0 0.0 0.81
C -4.7869 -5.1413 -0.4619 0.0 0.0 0.0 -1.12
N -3.3698 -3.6759 0.8569 0.1 0.0 0.0 -0.68
O -2.9685 -2.3508 0.8560 0.0 0.0 0.0 -0.09
C -0.4863 3.6188 0.1042 0.0 0.0 0.0 -1.07
C 0.9183 3.7214 0.6720 0.0 0.0 0.0 1.03
C 1.3438 4.9727 1.3915 0.0 0.0 0.0 -0.60
C 1.9078 4.6401 0.0363 0.0 0.0 0.0 -1.07
S 2.2151 -1.5206 0.8596 0.0 0.0 0.0 0.13
C 2.5155 -3.2996 0.9314 0.0 0.0 0.0 -0.96
H -1.1123 -2.6621 -1.6010 0.0 0.0 0.0 0.38
H 0.4351 -3.5075 -1.5753 0.0 0.0 0.0 0.42
H -0.2403 -2.8260 -0.0848 0.0 0.0 0.0 0.36
H 0.5949 -1.1436 -2.5127 0.0 0.0 0.0 0.40
H 0.0174 -0.5232 -0.9929 0.0 0.0 0.0 -0.29
H 2.5957 -2.1046 -1.4000 0.0 0.0 0.0 0.69
H 3.7930 -0.0478 -1.0872 0.0 0.0 0.0 0.38
H 2.6880 0.1093 -2.4607 0.0 0.0 0.0 0.46
H 4.3834 1.2353 0.3216 0.0 0.0 0.0 0.34
H 3.9551 2.7606 1.0938 0.0 0.0 0.0 0.36
H 3.7823 1.2294 1.9757 0.0 0.0 0.0 0.30
H 1.7658 2.4962 2.2275 0.0 0.0 0.0 0.96
H 0.1092 0.5773 1.0619 0.0 0.0 0.0 0.11
H -0.3104 1.5882 2.4454 0.0 0.0 0.0 0.32
H -1.9325 -0.0775 1.2324 0.0 0.0 0.0 0.64
H -3.6568 0.1549 -1.2722 0.0 0.0 0.0 0.44
H -4.8719 -2.4038 -1.7739 0.0 0.0 0.0 0.39
H -4.8833 -5.2957 -1.5355 0.0 0.0 0.0 0.33
H -4.1908 -5.9456 -0.0366 0.0 0.0 0.0 0.34
H -5.7853 -5.1886 -0.0251 0.0 0.0 0.0 0.25
H -0.4876 3.6095 -0.9850 0.0 0.0 0.0 0.36
H -1.1296 4.4343 0.4438 0.0 0.0 0.0 0.50
H 0.6282 5.7813 1.4612 0.0 0.0 0.0 0.30
H 1.9958 4.8635 2.2493 0.0 0.0 0.0 0.23
H 2.9404 4.3263 -0.0309 0.0 0.0 0.0 0.20
H 1.5614 5.2118 -0.8143 0.0 0.0 0.0 0.25
H 2.7316 -3.5376 1.9716 0.0 0.0 0.0 0.39
H 1.6487 -3.8734 0.6132 0.0 0.0 0.0 0.28
H 3.3810 -3.5680 0.3263 0.0 0.0 0.0 0.28
```
Forces are in eV/Å.

Properties
**Gap between HOMO and LUMO**: 8.85 eV
**ΔE to the lowest compared entry with this formula, charge and spin**: 64.8 kcal per mole
**SMILES**: CC[C@@H](CC(=O)N(C)[C@@H]1CN(C(=O)/C=C/c2cc(C)no2)CC12CC2)SC
**LUMO level**: 0.201 eV

=====

No. 3
C3H4N2O3 | ωB97M-V with the def2-TZVPD basis set

XYZ file:
```
12
Properties=species:S:1:pos:R:3:forces:R:3:mulliken_charge:R:1
C 2.1635 -0.1638 0.2156 0.9 0.6 -0.3 -0.37
O 0.9740 -0.2330 -0.7239 1.6 0.4 1.3 -0.25
N -0.1631 -0.2565 -0.0355 -0.7 0.0 0.5 0.27
O -0.9281 -1.4630 -0.2144 0.3 0.9 0.5 -0.13
N -2.2213 -1.0827 -0.0468 0.8 0.5 -0.3 -0.21
C -2.2581 0.2134 0.0580 -3.4 -3.1 -0.4 -0.26
C -1.0588 0.8449 -0.0823 2.7 -0.6 -0.3 0.40
O -0.7710 1.9869 -0.2112 0.8 1.8 -0.1 -0.54
H 2.9221 -0.5304 -0.5426 -0.4 0.5 1.4 0.24
H 2.5106 0.9910 0.6244 -1.6 -3.3 -1.3 0.22
H 2.0393 -0.9178 1.0889 0.1 1.5 -1.6 0.24
H -3.2091 0.6108 -0.1303 -1.2 0.9 0.5 0.40
```
Forces are in eV/Å.

Properties
**Gap between HOMO and LUMO**: 9.84 eV
**ΔE to the lowest compared entry with this formula, charge and spin**: 151.6 kcal per mole
**SMILES**: COn1oncc1=O
**LUMO level**: -0.089 eV

=====

| no. | molecular weight (g/mol) |
| --- | --- |
| 1 | 398.5 |
| 2 | 391.5 |
| 3 | 116.1 |